8
Properties=species:S:1:pos:R:3 method="wB97M-V/def2-TZVPD" orbital_gap_ev=7.113 e_above_lowest_ev=3.703 e_tot_ha=-2169.6012 molar_mass_g_mol=183.9
C -0.33983 -0.36230 0.27599
Si -2.21145 -0.10348 0.21191
Cl 0.03174 -2.11795 0.11669
Cl -2.96451 -0.44743 -1.64052
Cl -0.94031 2.88919 -0.43295
Cl -3.41370 -0.38218 1.73180
H 0.15451 0.22672 1.13481
H 0.09134 0.15757 -0.50270

37
Properties=species:S:1:pos:R:3 method="wB97M-V/def2-TZVPD" orbital_gap_ev="6.913 / 5.760" s2=6.04 e_tot_ha=-7141.1183 molar_mass_g_mol=583.5 multiplicity=5
Ru 0.86498 -0.48086 -0.02039
O -1.21990 4.69744 1.80649
C -1.27191 4.54080 0.40142
C -0.68801 3.16740 0.03098
C -0.82446 3.12461 -1.51332
O -0.32791 1.95231 -2.10990
C -1.52155 2.11457 0.78100
Se -1.36467 0.21854 0.29665
C 0.76079 3.14166 0.54084
Se 1.96086 1.63177 0.14508
H -1.56406 5.56266 2.04088
H -0.68878 5.32111 -0.10384
H -2.30636 4.59898 0.03618
H -0.28881 3.99231 -1.91807
H -1.88905 3.23346 -1.75953
H -0.44596 1.99756 -3.06478
H -2.58202 2.34358 0.66980
H -1.27772 2.15484 1.84097
H 0.74360 3.19675 1.62734
H 1.28994 4.02041 0.16834
S 4.02061 -2.40000 2.62002
C 2.81547 -1.86703 1.63800
S 3.11419 -1.29346 0.01949
S 1.14962 -1.81707 2.07151
C -1.63408 -3.60791 -0.13038
N -0.29826 -4.05905 -0.44710
C 0.31976 -5.17678 0.07281
C 1.60071 -5.16351 -0.34559
N 1.74680 -4.03915 -1.12247
C 0.59906 -3.33642 -1.15215
S 0.30013 -1.90796 -2.04410
H -2.13224 -4.36763 0.46517
H -2.19477 -3.40916 -1.04171
H -1.58105 -2.68717 0.44945
H -0.20542 -5.88056 0.69220
H 2.41359 -5.83456 -0.13847
H 2.60690 -3.68247 -1.50280

14
Properties=species:S:1:pos:R:3 method="wB97M-V/def2-TZVPD" orbital_gap_ev=10.905 e_above_lowest_ev=0.967 e_tot_ha=-361.8453 molar_mass_g_mol=101.1 smiles="NC(=O)CCC=O"
N 0.68431 1.48975 0.69635
C -0.11402 0.56476 1.33384
O -0.73013 0.75170 2.33619
C -0.09698 -0.87174 0.73142
C 0.22907 -1.07156 -0.73798
C -0.43895 0.00909 -1.59719
O 0.07649 0.49349 -2.55955
H 0.57413 1.64318 -0.29686
H 0.54914 2.41382 1.10176
H 0.56505 -1.41625 1.40180
H -1.04820 -1.30924 1.05840
H 1.29011 -0.86491 -0.89910
H -0.02640 -2.00567 -1.22483
H -1.51363 0.17360 -1.34426

9
Properties=species:S:1:pos:R:3 method="wB97M-V/def2-TZVPD" orbital_gap_ev=8.907 e_above_lowest_ev=0.000 e_tot_ha=-988.2182 molar_mass_g_mol=166.0
C -0.41203 -0.49510 -1.06351
N -1.12160 -0.89978 -0.12716
N 0.88604 -0.13554 -0.77381
F -0.66742 -0.52961 -2.34419
F -2.22102 -1.46764 -0.41484
F 1.39464 -0.23519 1.61148
F -0.56772 0.89535 1.46423
F 1.83271 2.22732 1.01757
P 0.87641 0.64019 0.63022

10
Properties=species:S:1:pos:R:3 method="wB97M-V/def2-TZVPD" orbital_gap_ev=10.597 e_above_lowest_ev=1.560 e_tot_ha=-396.5671 molar_mass_g_mol=101.1 smiles="[H]/N=C(/C=O)OC=O"
H 1.69413 1.46997 -1.05269
N 1.69401 0.95445 -0.17038
C 0.56864 0.45146 0.06963
C 0.33435 -0.26663 1.38150
O -0.69126 -0.15330 1.99980
O -0.53361 0.62240 -0.75493
C -1.27222 -0.49595 -0.98984
O -0.97630 -1.59661 -0.62324
H 1.19797 -0.85367 1.73501
H -2.15003 -0.22741 -1.58792

64
Properties=species:S:1:pos:R:3 method="wB97M-V/def2-TZVPD" orbital_gap_ev=8.741 e_above_lowest_ev=0.061 e_tot_ha=-1582.9757 molar_mass_g_mol=475.5 smiles="CCOC(=O)c1ccc(NC(=O)C2=C(C)Nc3nc(CCCO)nn3[C@@H]2c2cccc(C)c2)cc1"
C -8.84235 -1.49049 1.55347
C -8.34029 -1.43590 0.11724
O -6.96025 -1.08377 0.05818
C -6.66801 0.22663 0.12686
O -7.50890 1.09016 0.21258
C -5.21401 0.48349 0.07323
C -4.76639 1.80270 0.12224
C -3.42084 2.09874 0.07763
C -2.48830 1.06582 -0.01874
N -1.11571 1.27137 -0.04680
C -0.42084 2.45246 -0.16712
O -0.96746 3.53209 -0.29651
C 1.04477 2.28514 -0.11609
C 1.86642 3.26534 -0.57331
C 1.40486 4.53992 -1.19582
N 3.23429 3.13578 -0.50072
C 3.78659 2.10903 0.20267
N 5.04803 1.88482 0.50271
C 4.98777 0.73574 1.22709
C 6.19952 0.06968 1.76967
C 6.19372 -1.42860 1.46436
C 6.20212 -1.69922 -0.04061
O 6.20390 -3.07387 -0.34715
N 3.76839 0.26962 1.37832
N 2.99836 1.15714 0.72408
C 1.58788 0.99385 0.47681
C 1.41988 -0.20739 -0.44237
C 1.69859 -0.09223 -1.79779
C 1.59702 -1.20278 -2.61641
C 1.22403 -2.42560 -2.08907
C 0.95149 -2.56103 -0.73259
C 0.57862 -3.89264 -0.15936
C 1.05554 -1.44151 0.08113
C -2.93603 -0.25871 -0.06766
C -4.28109 -0.54820 -0.02298
H -9.87682 -1.82166 1.56614
H -8.78264 -0.50223 2.00260
H -8.23898 -2.18160 2.13748
H -8.40400 -2.41638 -0.36013
H -8.91868 -0.70316 -0.45560
H -5.49906 2.59172 0.19706
H -3.08040 3.11967 0.11100
H -0.57612 0.41680 -0.10214
H 1.10637 5.24119 -0.41792
H 2.20154 4.98501 -1.78876
H 0.52983 4.37587 -1.81776
H 3.83958 3.88014 -0.80741
H 7.07231 0.55420 1.32981
H 6.23240 0.21524 2.85227
H 5.29966 -1.87856 1.89745
H 7.07396 -1.89193 1.91993
H 7.06881 -1.20217 -0.50253
H 5.29336 -1.30138 -0.49702
H 6.96630 -3.48177 0.07913
H 1.10518 0.78137 1.44295
H 1.99156 0.86341 -2.20757
H 1.81331 -1.11357 -3.67034
H 1.14985 -3.28876 -2.73393
H 1.47781 -4.48927 -0.00585
H 0.07820 -3.78092 0.79947
H -0.07248 -4.43814 -0.83926
H 0.86030 -1.53071 1.14104
H -2.21190 -1.05884 -0.14493
H -4.62054 -1.57109 -0.06237